(1)
The following is a quantum chemistry calculation of 5 unconnected molecules or ions with the total composition CH12O5 in a non-equilibrium geometry, from the Open Molecules 2025 dataset.

Each line ends with the natural charge from an NBO analysis.
CARTESIAN COORDINATES (ANGSTROEM)
1 C 3.624 0.580 -0.292  -0.2372
2 O 2.309 0.281 -0.088  -0.7871
3 H 3.902 -0.217 -1.023  0.1676
4 H 3.786 1.585 -0.755  0.1466
5 H 4.308 0.354 0.626  0.1447
6 H 1.887 0.712 0.816  0.4946
7 O -1.644 -2.063 1.057  -0.9925
8 H -1.324 -2.471 1.885  0.4957
9 H -1.531 -2.471 0.220  0.4976
10 O 1.013 1.302 1.974  -0.9391
11 H 0.064 0.952 1.836  0.5108
12 H 0.860 2.273 1.659  0.4893
13 O -2.711 -1.234 -4.017  -0.9529
14 H -2.361 -1.383 -4.857  0.4742
15 H -2.463 -0.382 -3.625  0.4788
16 O -2.009 1.189 1.394  -0.9528
17 H -2.062 0.360 1.712  0.4867
18 H -2.476 1.417 0.696  0.4750

Forces on the atoms, in the same order (eV/Å):
1.983 -1.273 -0.078
-2.944 1.144 3.123
0.549 0.871 0.143
0.192 -0.567 0.579
-1.011 0.862 -1.296
1.415 -1.263 -2.822
-0.703 1.805 2.176
0.019 -0.419 -1.596
0.676 -1.268 -0.480
-2.738 2.139 -0.893
1.909 0.654 0.207
0.564 -2.466 0.928
-1.265 0.219 2.701
1.098 0.244 -1.887
0.180 -0.467 -0.801
4.626 3.572 4.148
-0.999 -4.591 0.824
-3.549 0.804 -4.975

Results
Calculated total energy, eV: -11467.3565
Total charge: 0
Structure (SMILES): CO.O.O.O.O
Orbital gap, eV: 9.509
Largest force on an atom, Eh/bohr: 0.139
ΔE to the lowest compared entry with this formula, charge and spin, kcal/mol: 49.1

(2)
The following is a quantum chemistry calculation of a single C5H6 molecule in a non-equilibrium geometry, from the Open Molecules 2025 dataset.

Each line ends with the natural charge from an NBO analysis.
CARTESIAN COORDINATES (ANGSTROEM)
1 C 2.364 0.492 0.023  -0.3587
2 C 1.531 -0.594 -0.107  -0.2399
3 C 0.100 -0.470 0.208  -0.0647
4 C -1.018 -0.212 0.056  0.0233
5 C -2.338 0.154 -0.068  -0.6908
6 H 3.480 0.254 -0.116  0.2017
7 H 1.990 1.413 0.185  0.1932
8 H 1.909 -1.621 -0.150  0.2157
9 H -2.454 0.488 0.879  0.2432
10 H -2.664 0.894 -0.834  0.2420
11 H -2.900 -0.799 -0.077  0.2349

Forces on the atoms, in the same order (eV/Å):
1.689 -5.988 -1.477
0.274 1.346 2.236
6.450 -0.974 -0.880
-1.581 0.590 -1.384
-2.639 -1.254 -1.934
-1.845 0.914 0.226
-0.913 3.011 0.566
0.064 0.518 -0.388
-1.657 1.880 3.043
0.512 -0.713 0.513
-0.354 0.670 -0.522

Results
Calculated total energy, eV: -5278.6693
Total charge: 0
Structure (SMILES): C=CC#CC
Orbital gap, eV: 9.841
Largest force on an atom, Eh/bohr: 0.128
ΔE to the lowest compared entry with this formula, charge and spin, kcal/mol: 58.3

(3)
The following is a quantum chemistry calculation of a molecular structure, C3H4ClNS in a non-equilibrium geometry, from the Open Molecules 2025 dataset.

Each line ends with the natural charge from an NBO analysis.
CARTESIAN COORDINATES (ANGSTROEM)
1 C 1.653 0.457 0.978  0.0422
2 C 0.554 0.258 0.058  -0.2320
3 C -0.168 1.158 -0.738  -0.2677
4 H 2.831 -0.246 2.256  0.3660
5 H 1.729 -1.518 1.674  0.3835
6 H 2.079 1.496 1.012  0.2134
7 H 0.106 2.149 -1.039  0.2291
8 N 1.681 -0.335 2.228  -0.7466
9 S -1.638 0.592 -1.491  -0.0516
10 Cl -0.267 -1.191 0.151  0.0637

Forces on the atoms, in the same order (eV/Å):
-4.884 0.955 -0.505
3.232 0.591 2.910
-3.199 -0.697 -3.019
-3.220 -0.472 1.249
-0.741 4.235 2.402
-0.096 -1.273 -0.058
0.558 0.376 0.424
5.830 -3.241 -5.372
2.317 2.214 0.866
0.204 -2.687 1.102

Results
Calculated total energy, eV: -28019.4786
Total charge: 0
Orbital gap, eV: 6.799
Largest force on an atom, Eh/bohr: 0.167
ΔE to the lowest compared entry with this formula, charge and spin, kcal/mol: 83.6

(4)
The following is a quantum chemistry calculation of a molecular structure, C6H9I in a non-equilibrium geometry, from the Open Molecules 2025 dataset.

Each line ends with the natural charge from an NBO analysis.
CARTESIAN COORDINATES (ANGSTROEM)
1 C 0.902 0.444 -1.949  -0.3191
2 C 0.236 0.288 0.082  -0.3024
3 C 0.194 1.287 -0.801  0.0951
4 C 0.741 -0.608 -1.092  -0.1149
5 C -0.865 -2.265 1.995  -0.8709
6 C 0.068 2.716 -0.834  -0.6664
7 I 1.241 -2.635 -1.246  0.1603
8 H 0.945 0.603 -3.032  0.2237
9 H 0.154 -1.938 2.025  0.2157
10 H 0.028 0.114 1.097  0.2266
11 H -1.235 -2.266 2.993  0.2129
12 H -0.904 -3.257 1.535  0.2202
13 H -1.682 -1.695 1.610  0.2216
14 H 1.103 3.108 -0.463  0.2431
15 H -0.708 3.053 -0.120  0.2288
16 H -0.218 3.052 -1.799  0.2254

Forces on the atoms, in the same order (eV/Å):
-1.704 -1.589 1.135
-0.310 0.028 -1.829
1.329 -1.037 -0.052
1.372 0.692 -1.160
-0.679 -1.221 0.293
0.627 1.391 2.468
-0.226 0.517 0.031
0.328 -0.278 0.555
0.230 0.750 -0.471
-0.238 -0.035 0.841
0.170 -0.828 1.307
-0.034 0.115 0.331
0.266 1.055 -1.352
-1.762 -0.180 -1.004
0.491 0.051 -0.198
0.141 0.569 -0.897

Results
Calculated total energy, eV: -14464.0087
Total charge: 0
Orbital gap (alpha / beta), eV: 7.839 / 7.841
Largest force on an atom, Eh/bohr: 0.056
ΔE to the lowest compared entry with this formula, charge and spin, kcal/mol: 69.8

- Among the records above, which one has the lowest calculated total energy?
  C3H4ClNS

- Among the records above, which one has the highest ΔE to the lowest compared entry with this formula, charge and spin?
  C3H4ClNS